Molecular formula: C25H53Cl3N4O13
Method: DFT, ωB97M-V/def2-TZVPD

Structure (XYZ):
```
98
Properties=species:S:1:pos:R:3
Cl -3.45 -0.91 -6.36
Cl -4.19 -0.59 -3.55
Cl -2.69 1.56 -5.00
O -1.65 -0.88 5.06
O 1.09 -3.41 -2.49
O -2.26 1.74 -0.15
O 1.24 3.66 0.75
O 0.90 1.03 -4.96
O 0.18 4.37 2.62
O -0.65 0.64 0.86
O 4.78 -2.52 1.32
O -1.55 -1.39 2.92
O -0.47 1.07 -1.31
O 0.30 -1.59 4.24
O 1.36 5.76 1.47
O -2.36 -5.04 0.64
N -1.32 -3.93 -0.98
N 0.91 2.54 -3.24
N 0.68 -1.72 -3.96
N 3.11 -2.23 2.79
C -1.75 -2.68 -0.49
C 0.75 3.86 -2.75
C 2.91 -1.96 -3.09
C -3.97 0.22 -5.11
C 2.27 5.97 0.37
C 0.95 4.49 1.58
C 3.63 -1.01 3.50
C 0.76 0.15 0.87
C -2.84 -0.84 2.78
C 1.88 3.13 -5.42
C -1.08 1.13 -0.27
C -4.12 2.61 -1.21
C 3.69 -2.87 1.74
C -1.61 -5.10 -0.36
C 1.49 -2.47 -3.19
C 0.63 2.28 3.90
C -0.26 2.99 2.91
C -2.72 2.17 -1.44
C -0.05 -0.13 6.72
C 1.15 2.16 -4.55
C 2.91 -3.97 1.08
C -0.77 -1.94 -4.12
C -0.88 -1.32 4.08
C -1.19 -6.33 -1.18
C -1.07 -1.20 6.36
H -2.20 -1.97 -1.19
H 1.67 4.48 -2.71
H -2.72 1.27 -2.14
H 0.93 -0.16 1.82
H -3.64 -1.33 3.43
H -1.40 -7.17 -0.52
H 1.96 5.50 -0.56
H -0.07 4.44 -3.21
H -2.84 0.28 3.05
H -1.94 -1.06 7.06
H 2.95 2.88 -5.34
H 3.05 -0.89 -3.09
H 0.32 -0.30 7.75
H 4.61 -1.21 3.86
H 0.55 3.75 -1.63
H -4.57 3.04 -2.15
H -2.11 3.01 -1.81
H -1.83 -6.47 -2.05
H 3.03 -4.16 -0.01
H -0.01 1.65 4.53
H 3.28 5.46 0.71
H -1.26 3.17 3.26
H -3.05 -0.97 1.75
H -2.47 -2.78 0.30
H 1.80 -3.82 1.16
H 0.43 1.89 -2.61
H -4.92 0.69 -5.34
H 2.36 7.02 0.37
H 0.79 -0.03 5.98
H 1.34 1.04 0.57
H 1.80 4.22 -5.19
H -0.62 -3.88 -1.72
H -0.71 -2.23 6.30
H 3.54 -2.38 -3.88
H 3.15 -4.92 1.62
H -0.21 -6.33 -1.49
H -1.31 -0.91 -4.03
H 3.43 -2.24 -2.19
H -0.34 2.47 1.93
H -4.11 3.43 -0.44
H -1.06 -2.48 -5.11
H -0.49 0.88 6.64
H 1.16 2.97 4.47
H 1.37 1.68 3.25
H 2.22 -2.57 3.14
H -4.73 1.78 -0.92
H 0.77 -0.55 0.07
H -0.90 -2.15 -0.03
H 3.65 -0.19 2.73
H 2.93 -0.84 4.35
H 1.00 -0.88 -4.35
H -1.03 -2.50 -3.31
H 1.78 2.81 -6.45
```

SMILES: CCOC(=O)OC.CCOC(=O)OC.CCOC(=O)OC.ClC(Cl)Cl.CNC(C)=O.CNC(C)=O.CNC(C)=O.CNC(C)=O
E_HOMO, Ha: -0.3240
E_tot, eV: -96930.353
Kohn-Sham gap, eV: 9.103
Max |F|, eV/A: 4.634

***

Molecular formula: C25H54IN4O15PS2
Method: DFT, ωB97M-V/def2-TZVPD

Structure (XYZ):
```
102
Properties=species:S:1:pos:R:3
I 7.47 0.17 1.84
S -2.27 -2.38 -3.77
S -4.69 -2.00 -1.90
P -0.68 -1.80 1.76
O 2.62 -1.36 -3.15
O -1.64 -4.14 5.54
O 4.41 3.87 2.11
O -7.79 -2.37 0.07
O 10.04 1.76 2.94
O -1.36 -6.35 -2.02
O 9.10 2.13 -0.95
O 5.35 -5.68 -1.60
O -1.11 -0.17 1.74
O -0.57 8.04 -0.89
O -0.78 -2.36 3.36
O -1.67 5.72 -2.34
O -6.60 -4.98 0.24
O -4.15 3.35 2.30
O -5.27 1.36 2.60
N -3.70 -0.06 -3.45
N 5.08 -2.82 -0.50
N -3.99 2.18 -3.52
N 4.58 -0.72 1.63
C -4.03 1.08 -2.71
C 1.52 2.77 -0.06
C 2.66 -3.26 -0.51
C -1.14 2.81 -0.14
C 1.98 -0.20 2.68
C -1.67 -3.71 -2.61
C -3.46 0.29 -4.78
C -3.60 -1.44 -3.00
C 2.12 1.25 1.99
C -2.98 2.69 1.75
C 6.03 -2.02 0.05
C 1.29 -3.08 -0.04
C -3.61 1.75 -4.81
C -2.36 3.55 0.59
C 5.79 -0.98 1.09
C -6.65 3.22 2.04
C 1.72 1.28 0.47
C 3.58 -1.49 1.06
C 0.17 -3.97 -0.73
C 0.18 3.44 0.45
C -1.01 -3.08 -1.31
C 3.84 -2.50 0.03
C 2.17 -1.29 1.57
C 1.03 -2.07 1.05
C -5.26 2.53 2.33
H 2.42 -1.60 -4.06
H -2.59 -4.26 -2.27
H -6.30 -4.93 1.15
H 3.23 1.48 2.03
H 2.50 0.82 -0.22
H -6.56 4.32 1.81
H 8.87 1.57 -0.20
H 1.47 2.68 -1.19
H 7.08 -2.17 -0.29
H -2.22 2.64 2.58
H 0.11 3.49 1.57
H 0.69 -4.45 -1.61
H 0.20 4.51 0.09
H -1.36 -3.76 4.69
H 2.42 3.41 0.18
H 2.81 -4.03 -1.31
H 10.76 1.13 3.08
H 8.29 2.62 -1.14
H 0.77 0.70 0.26
H -7.19 -2.23 -0.67
H -3.17 3.84 -0.13
H -2.34 -3.55 5.84
H -7.26 2.65 1.29
H -0.33 -1.73 3.96
H -2.16 4.88 -2.40
H -4.31 1.12 -1.63
H -7.75 -1.54 0.57
H -0.82 -7.05 -2.39
H 3.54 -1.62 -3.03
H -1.09 5.71 -3.12
H -1.80 -3.03 -0.51
H 4.80 3.05 1.79
H 9.56 1.76 3.78
H -1.25 3.09 -1.23
H -3.47 2.40 -5.70
H -7.23 3.16 3.01
H -1.85 -0.12 1.11
H -1.95 4.53 1.00
H 1.58 2.01 2.61
H -2.27 -6.63 -2.20
H -3.20 -0.41 -5.60
H -0.15 -4.80 -0.06
H -1.00 -4.40 -3.17
H -0.60 -2.05 -1.51
H 5.16 4.38 2.43
H 0.39 8.12 -0.83
H -3.18 1.67 1.34
H 1.03 -0.29 3.25
H 5.43 -4.90 -1.03
H -0.70 7.33 -1.54
H 2.84 -0.34 3.39
H -7.30 -4.32 0.18
H -1.20 1.69 -0.06
H 5.95 -5.51 -2.33
```

SMILES: CC(=O)OCCCCCCCCc1c(P(O)O)c(CCCSC(=S)n2ccnc2)cc2ncc(I)nc12.O.O.O.O.O.O.O.O.O.O.O
E_HOMO, Ha: -0.3181
E_tot, eV: -102530.799
Kohn-Sham gap, eV: 7.331
Max |F|, eV/A: 4.053

***

Molecular formula: C25H55BNO17
Method: DFT, ωB97M-V/def2-TZVPD

Structure (XYZ):
```
99
Properties=species:S:1:pos:R:3
O 2.47 2.54 3.46
O -2.56 -4.56 -0.70
O -3.37 2.44 -2.17
O 6.12 -0.75 -0.76
O 2.47 0.37 2.86
O -1.54 -8.31 -2.28
O 4.81 8.02 3.92
O -9.66 1.72 -1.04
O -1.26 -2.88 -0.35
O 1.50 1.79 1.56
O 6.99 1.23 -0.12
O 4.17 9.44 5.55
O 2.93 7.73 5.14
O -2.35 -10.32 -2.32
O 4.85 1.05 -0.27
O -1.20 -4.61 1.09
O -1.72 -9.35 -4.27
N -6.86 3.57 -2.62
C 1.12 3.13 1.19
C -5.59 3.30 -1.93
C 4.04 8.35 4.79
C -2.69 -11.52 -3.04
C 2.66 6.49 4.45
C 8.73 0.65 -1.74
C -1.85 -9.33 -3.08
C -8.27 1.04 -2.86
C -4.59 2.52 -2.80
C -3.03 -5.86 -0.33
C 5.99 0.40 -0.42
C 3.50 5.35 4.98
C 2.17 1.66 2.70
C 1.13 -2.75 0.11
C -1.47 -12.34 -3.38
C -1.62 -4.06 0.11
C 2.29 3.92 0.66
C 8.31 0.68 -0.29
C -1.00 -7.17 -2.95
C -8.33 1.85 -1.58
C 3.22 0.08 4.04
C 3.67 0.29 -0.58
C -0.24 -2.18 0.38
C -8.04 3.34 -1.81
C 5.34 10.21 5.28
B -3.02 1.12 -1.52
H -9.71 2.27 -0.26
H 1.60 6.31 4.63
H -8.92 3.76 -2.32
H -7.62 1.45 -0.86
H 2.71 0.45 4.93
H -6.87 4.54 -2.92
H -7.97 3.83 -0.82
H 3.64 0.07 -1.64
H -5.78 2.72 -1.02
H -0.89 -6.40 -2.18
H -0.03 -7.41 -3.39
H 2.82 6.64 3.38
H -0.82 -11.80 -4.07
H 5.38 10.49 4.22
H -8.85 0.12 -2.73
H 0.66 3.61 2.06
H 2.74 3.42 -0.19
H -3.41 -5.86 0.69
H -2.45 1.34 -0.43
H 3.20 4.43 4.48
H 1.24 -3.77 0.47
H 8.35 -0.31 0.16
H 3.30 -1.01 4.08
H -7.24 0.79 -3.11
H -3.82 -6.09 -1.03
H -3.25 -11.25 -3.93
H 1.34 -2.72 -0.97
H 4.21 0.53 3.98
H 8.95 1.35 0.29
H 9.76 0.30 -1.81
H -0.49 -2.19 1.44
H 3.65 -0.63 -0.01
H -2.25 0.46 -2.24
H -5.01 1.53 -3.01
H -4.50 3.05 -3.77
H -1.68 -6.82 -3.72
H 3.35 5.23 6.05
H -0.91 -12.58 -2.47
H -2.23 -6.60 -0.41
H 1.85 -2.11 0.62
H -0.32 -1.16 0.02
H 0.35 2.98 0.43
H 4.56 5.52 4.79
H -8.70 1.60 -3.70
H 5.26 11.10 5.90
H 3.05 4.08 1.42
H 6.24 9.65 5.53
H -4.04 0.46 -1.30
H -3.35 -12.05 -2.35
H 8.67 1.65 -2.18
H -1.78 -13.27 -3.85
H -5.09 4.23 -1.62
H 2.82 0.90 -0.29
H 8.10 -0.03 -2.31
H 1.93 4.90 0.32
```

E_HOMO, Ha: -0.1426
Net charge: -1
E_tot, eV: -63792.855
Kohn-Sham gap, eV: 5.967
Max |F|, eV/A: 0.260

***

Molecular formula: C25H55NO2Si2Tb
Method: DFT, ωB97M-V/def2-TZVPD

Structure (XYZ):
```
86
Properties=species:S:1:pos:R:3
Tb 0.23 0.40 1.06
Si 0.69 1.63 -3.30
Si 3.54 1.33 1.82
O -0.29 -1.45 -0.01
O -2.21 -0.38 -3.16
N -1.57 1.02 2.68
C -1.03 2.15 3.49
C -0.49 2.42 -4.51
C 1.71 -1.64 3.40
C 2.56 0.42 0.52
C -2.88 1.47 2.15
C -3.16 -2.14 -4.57
C 4.92 0.27 2.51
C 0.55 -0.98 3.03
C 1.44 0.13 -4.13
C -4.45 0.35 -2.48
C -1.99 -1.22 -4.30
C -1.64 -1.93 0.38
C -2.24 -2.84 -0.67
C -3.23 0.62 -3.34
C 0.82 -2.04 5.62
C -0.09 1.06 -1.66
C -0.38 -1.43 5.23
C 4.33 2.81 0.99
C 0.63 -2.40 -0.70
C 2.53 1.88 3.32
C 1.96 2.96 -2.89
C 1.86 -2.14 4.71
C -0.49 -0.87 3.95
C 1.14 -3.46 0.25
C -1.79 -0.16 3.59
H -2.36 -2.32 -1.62
H 5.20 3.15 1.58
H 5.78 0.91 2.76
H 1.43 -1.77 -1.08
H -2.77 1.57 -3.06
H -4.21 0.38 -1.41
H 0.92 -2.44 6.63
H -1.08 -1.80 -4.07
H -2.25 -1.02 0.48
H -3.39 0.63 1.66
H -1.79 2.47 4.23
H 2.02 1.06 3.82
H 0.08 -2.82 -1.55
H -1.53 -2.40 1.36
H 0.08 2.80 -5.37
H -3.54 0.66 -4.40
H 2.67 3.08 -3.72
H 2.52 2.75 -1.97
H -2.75 2.28 1.42
H 1.94 -4.01 -0.24
H -0.87 1.77 -1.34
H -0.55 0.04 -1.71
H -5.18 1.13 -2.68
H 3.64 3.65 0.89
H 1.76 0.40 -5.15
H -1.00 3.27 -4.04
H -2.50 -0.84 3.09
H -4.89 -0.62 -2.74
H 4.62 -0.27 3.42
H -0.81 3.00 2.82
H -1.79 -0.60 -5.20
H -1.65 -3.74 -0.81
H -3.47 -2.67 -3.65
H -4.01 -1.59 -4.97
H 2.54 -1.76 2.69
H -1.23 -1.35 5.92
H -0.12 1.86 4.03
H 5.26 -0.47 1.76
H -3.52 1.84 2.97
H -1.26 1.74 -4.90
H 0.34 -4.17 0.52
H 1.44 3.92 -2.75
H 3.23 2.31 4.05
H 2.93 0.87 -0.43
H 1.81 2.67 3.08
H 2.31 -0.25 -3.59
H 4.70 2.55 -0.01
H 0.80 1.08 -0.97
H 1.54 -3.03 1.18
H -2.86 -2.89 -5.31
H -3.24 -3.14 -0.33
H 0.71 -0.69 -4.22
H 2.81 -2.61 4.99
H -2.31 0.20 4.50
H 2.90 -0.63 0.48
```

Relative energy (zero: lowest compared OMol25 entry of this formula, charge and spin), eV: 0.000
E_HOMO (alpha / beta), Ha: -0.3974 / -0.3939
Net charge: +1
E_tot, eV: -70586.850
Kohn-Sham gap (alpha / beta), eV: 8.006 / 8.157
2S+1: 7
Max |F|, eV/A: 1.581

***

Molecular formula: C25H56BBrN5O6
Method: DFT, ωB97M-V/def2-TZVPD

Structure (XYZ):
```
94
Properties=species:S:1:pos:R:3
Br -0.30 -0.70 5.28
O 4.30 -2.60 -0.67
O -3.58 -1.47 -1.42
O -2.07 2.84 -1.62
O -5.38 5.49 -3.12
O 4.03 0.00 2.95
O 6.45 -5.78 -3.01
N -3.38 -3.47 0.17
N -2.33 -0.49 3.35
N -2.80 -1.12 1.05
N -3.83 3.16 -4.26
N 4.20 -3.59 -3.52
C 3.13 -2.68 -1.48
C -3.00 2.05 -3.80
C -2.78 4.04 -1.34
C 2.29 1.73 3.24
C -2.22 -0.55 4.83
C -1.15 1.91 2.73
C 3.21 -3.84 -2.47
C 5.16 -1.52 -1.00
C -2.84 1.84 -2.28
C 6.48 -5.07 -1.79
C 5.15 -5.99 -3.56
C 0.10 2.14 1.70
C 2.96 0.66 2.24
C -4.57 6.45 -3.77
C 1.35 2.81 2.51
C 3.93 -1.44 2.83
C 2.80 -2.10 3.79
C -2.90 -1.50 2.45
C 4.58 -4.77 -4.30
C -2.11 1.71 6.34
C -1.88 0.53 2.41
C -3.02 0.61 5.62
C -5.21 3.14 -3.77
C -5.91 4.48 -3.99
C -2.15 0.20 0.93
B -3.26 -1.98 -0.12
H -3.66 1.17 4.83
H 2.29 -2.87 -0.80
H -3.82 3.86 -1.08
H 2.23 -4.00 -2.93
H -1.37 1.28 7.11
H -5.05 6.83 -4.68
H -1.92 2.74 2.56
H 3.70 -5.09 -4.89
H -0.21 2.82 0.83
H -1.61 2.45 5.61
H -2.83 2.36 6.97
H 7.40 -5.34 -1.26
H -1.89 0.80 -0.01
H -2.70 4.72 -2.19
H -3.38 1.13 -4.25
H -2.71 -1.55 5.15
H -2.29 4.54 -0.50
H 4.60 -0.59 -1.10
H 1.64 1.15 4.00
H -3.59 6.04 -4.01
H -4.42 7.29 -3.09
H 3.15 -3.11 4.24
H -3.77 0.15 6.36
H 3.78 -1.81 1.74
H 4.94 -1.89 3.17
H -5.76 2.35 -4.30
H 3.46 -4.74 -1.90
H -3.80 1.69 -1.77
H 5.04 -3.21 -3.11
H 1.90 -2.35 3.13
H -2.77 -1.63 -1.97
H 6.53 -4.00 -1.99
H 2.00 3.35 1.72
H 3.31 1.15 1.26
H 0.98 3.65 3.22
H 2.92 -1.74 -1.99
H 2.50 -1.38 4.63
H -4.08 -3.60 0.94
H 0.40 1.08 1.36
H -2.28 0.91 -2.15
H -0.68 1.92 3.78
H 4.47 -6.38 -2.80
H 5.88 -1.40 -0.19
H 5.71 -1.72 -1.92
H -2.47 -3.69 0.63
H -5.87 4.79 -5.04
H -2.00 2.22 -4.22
H -3.32 -2.45 2.91
H 3.14 2.29 3.76
H 5.63 -5.31 -1.15
H 2.16 -0.14 1.97
H 5.27 -6.79 -4.29
H -3.39 4.03 -3.97
H -5.25 2.92 -2.70
H 5.33 -4.44 -5.03
H -6.96 4.37 -3.73
```

E_HOMO, Ha: -0.3754
Net charge: +1
E_tot, eV: -117276.053
Kohn-Sham gap, eV: 6.041
Max |F|, eV/A: 6.802

***

Repeat the second record exactly.
Molecular formula: C25H54IN4O15PS2
Method: DFT, ωB97M-V/def2-TZVPD

Structure (XYZ):
```
102
Properties=species:S:1:pos:R:3
I 7.47 0.17 1.84
S -2.27 -2.38 -3.77
S -4.69 -2.00 -1.90
P -0.68 -1.80 1.76
O 2.62 -1.36 -3.15
O -1.64 -4.14 5.54
O 4.41 3.87 2.11
O -7.79 -2.37 0.07
O 10.04 1.76 2.94
O -1.36 -6.35 -2.02
O 9.10 2.13 -0.95
O 5.35 -5.68 -1.60
O -1.11 -0.17 1.74
O -0.57 8.04 -0.89
O -0.78 -2.36 3.36
O -1.67 5.72 -2.34
O -6.60 -4.98 0.24
O -4.15 3.35 2.30
O -5.27 1.36 2.60
N -3.70 -0.06 -3.45
N 5.08 -2.82 -0.50
N -3.99 2.18 -3.52
N 4.58 -0.72 1.63
C -4.03 1.08 -2.71
C 1.52 2.77 -0.06
C 2.66 -3.26 -0.51
C -1.14 2.81 -0.14
C 1.98 -0.20 2.68
C -1.67 -3.71 -2.61
C -3.46 0.29 -4.78
C -3.60 -1.44 -3.00
C 2.12 1.25 1.99
C -2.98 2.69 1.75
C 6.03 -2.02 0.05
C 1.29 -3.08 -0.04
C -3.61 1.75 -4.81
C -2.36 3.55 0.59
C 5.79 -0.98 1.09
C -6.65 3.22 2.04
C 1.72 1.28 0.47
C 3.58 -1.49 1.06
C 0.17 -3.97 -0.73
C 0.18 3.44 0.45
C -1.01 -3.08 -1.31
C 3.84 -2.50 0.03
C 2.17 -1.29 1.57
C 1.03 -2.07 1.05
C -5.26 2.53 2.33
H 2.42 -1.60 -4.06
H -2.59 -4.26 -2.27
H -6.30 -4.93 1.15
H 3.23 1.48 2.03
H 2.50 0.82 -0.22
H -6.56 4.32 1.81
H 8.87 1.57 -0.20
H 1.47 2.68 -1.19
H 7.08 -2.17 -0.29
H -2.22 2.64 2.58
H 0.11 3.49 1.57
H 0.69 -4.45 -1.61
H 0.20 4.51 0.09
H -1.36 -3.76 4.69
H 2.42 3.41 0.18
H 2.81 -4.03 -1.31
H 10.76 1.13 3.08
H 8.29 2.62 -1.14
H 0.77 0.70 0.26
H -7.19 -2.23 -0.67
H -3.17 3.84 -0.13
H -2.34 -3.55 5.84
H -7.26 2.65 1.29
H -0.33 -1.73 3.96
H -2.16 4.88 -2.40
H -4.31 1.12 -1.63
H -7.75 -1.54 0.57
H -0.82 -7.05 -2.39
H 3.54 -1.62 -3.03
H -1.09 5.71 -3.12
H -1.80 -3.03 -0.51
H 4.80 3.05 1.79
H 9.56 1.76 3.78
H -1.25 3.09 -1.23
H -3.47 2.40 -5.70
H -7.23 3.16 3.01
H -1.85 -0.12 1.11
H -1.95 4.53 1.00
H 1.58 2.01 2.61
H -2.27 -6.63 -2.20
H -3.20 -0.41 -5.60
H -0.15 -4.80 -0.06
H -1.00 -4.40 -3.17
H -0.60 -2.05 -1.51
H 5.16 4.38 2.43
H 0.39 8.12 -0.83
H -3.18 1.67 1.34
H 1.03 -0.29 3.25
H 5.43 -4.90 -1.03
H -0.70 7.33 -1.54
H 2.84 -0.34 3.39
H -7.30 -4.32 0.18
H -1.20 1.69 -0.06
H 5.95 -5.51 -2.33
```

SMILES: CC(=O)OCCCCCCCCc1c(P(O)O)c(CCCSC(=S)n2ccnc2)cc2ncc(I)nc12.O.O.O.O.O.O.O.O.O.O.O
E_HOMO, Ha: -0.3181
E_tot, eV: -102530.799
Kohn-Sham gap, eV: 7.331
Max |F|, eV/A: 4.053

***

Among the records above, which one has the lowest E_tot?
C25H56BBrN5O6

***

Number 3 is which compound?
C25H55BNO17

***

E_tot of number 2 (C25H54IN4O15PS2)?
-102530.799 eV